260
Properties=species:S:1:pos:R:3 method="wB97M-V/def2-TZVPD" spin_multiplicity=1 e_lumo_ev=0.08 smiles=COC[C@H](C)N.COC[C@H](C)N.COC[C@H](C)N.COC[C@H](C)N.COCCNCCOC.COCCNCCOC.COCCNCCOC.COCCNCCOC.COCCNCCOC.COCCNCCOC.COCCNCCOC.COCCNCCOC charge=0 gap_ev=8.42 e_above_lowest_kcal_mol=235.9
H 1.7901 14.0141 -2.3036
C -1.3861 -0.6944 -0.2896
O -0.5052 10.1612 -0.9986
H -8.7500 -2.4401 1.1901
O -1.3387 1.1177 -2.0172
H -8.4484 -6.6847 -0.1708
H 5.4569 -2.3556 0.7665
C 5.8200 -1.8908 -6.6667
N -8.3067 -4.9359 -2.9940
O -13.6983 -2.2000 -1.8374
C 9.0908 -12.3867 -4.2750
H 8.1248 -2.9757 -6.0679
H -4.9457 0.0759 6.3590
C -12.0847 -0.3954 -1.6804
H -10.8644 1.3127 -3.3098
H 5.0638 5.3113 3.4914
H -2.3210 -3.4836 8.3029
C -2.7912 -12.8466 3.5953
H 7.0682 -1.3141 -0.5502
N 6.3515 -3.2738 -6.8718
H 8.6359 0.1456 1.9982
H 0.5738 0.9174 -1.2915
H 4.2769 -9.7822 -2.7074
H -2.7736 4.9367 4.3086
H -5.8431 -0.5316 7.6037
H -4.5562 -10.9688 4.3027
N 0.6641 12.8609 -1.0760
C -8.0966 -3.2704 1.4579
C -14.3074 -3.4510 -1.4114
C -0.5946 12.5293 -0.4812
C -2.5226 -1.0643 7.0136
C 4.5925 -1.6217 -7.5119
H 10.0398 -12.3986 -3.7390
H -8.3003 -3.9829 -3.3283
H 1.7526 -1.5764 -8.2628
H 2.3326 -8.5052 -2.3499
H -1.4748 -2.7923 -0.8749
O 3.4298 4.5602 -6.2732
H 2.0524 -1.1407 -6.5648
C -1.8719 0.7311 -0.7722
H 2.0834 4.2595 1.5695
H -2.7968 12.8960 6.0511
H 2.1401 5.9547 -6.3595
H 9.9400 4.6118 -2.5610
H -1.6663 11.1094 0.4999
H 5.1590 3.1451 -5.6620
H 10.0187 -3.9864 -9.1338
H 7.1683 -3.9767 -5.0706
O -3.8544 -1.1848 7.6707
C -0.4362 12.5778 5.0929
H 6.3555 5.6366 2.2316
H -7.0507 -2.9661 1.4167
H -0.2991 -0.7725 -0.3119
H 5.3741 4.2659 0.0616
N 6.0659 -9.5416 -3.6460
H -2.6972 -6.5642 10.9550
H 0.0315 11.0699 0.9747
C 5.2912 5.5851 2.4611
H -1.9627 8.7626 -0.8342
H -2.5181 -0.7924 1.4775
C -2.5585 7.4127 5.0572
C -1.0506 17.2437 -1.3103
C 6.1094 -0.8057 -0.4481
H -2.7814 -6.2785 2.3401
H -13.1168 -1.3464 -0.0496
C 6.6034 -1.1481 2.0813
C -0.8828 8.8717 -0.7339
H 4.3970 0.2985 0.7688
H 0.4128 -2.8229 8.9297
H 8.2227 3.8589 -5.5714
H -2.4302 -11.8319 5.3794
O -3.7249 6.6987 4.7074
H 6.9793 -9.0165 -2.0464
H 8.9972 -13.4447 -4.5196
H 6.1505 -10.1976 -4.4092
H 6.1161 -1.7957 2.8102
H 2.6844 2.8712 4.8634
H -4.2804 5.2326 3.4029
H -0.7208 13.1915 0.3754
C 4.1787 4.8627 -5.1102
C 7.4287 -3.8131 -6.1163
O -3.9023 -12.3543 2.9245
H 1.5939 4.5025 -5.4255
H 4.7647 5.7514 0.0714
H 5.8556 3.7976 -4.2251
H -2.2873 -9.6792 5.4842
H 0.1658 15.3263 -0.1471
H -12.7628 0.4223 -1.9244
H -3.6016 9.2752 4.9485
C -0.8731 -3.8137 10.3876
H -1.2924 -6.6311 9.9465
H 5.3099 -1.8156 -5.7064
H 4.4571 5.9159 -5.1469
H 2.3591 2.4771 3.2505
H 9.4307 3.2127 -3.4169
H 5.0425 -8.1691 -2.5197
H -7.8187 -1.5598 -5.4598
N -1.5877 -0.9077 1.1019
H 8.7587 3.3494 -1.8270
H 9.0816 -10.5388 -2.4131
C 3.9931 -8.5505 -4.4841
O -1.9570 -4.7607 10.6293
C 0.0613 1.5675 -2.0005
H 0.0213 -4.5258 8.4911
H 1.4671 15.9278 -1.2148
H -8.7276 -7.1287 -1.8788
C 2.9391 3.1792 3.8494
H -8.3355 -3.6059 2.4671
H -0.7308 8.6969 0.3312
H 5.6973 -3.9610 -6.5257
H 5.4065 -1.2441 -1.1566
C -4.8887 -11.7737 3.6473
H -0.3761 -1.3615 7.5507
H -0.3554 8.2630 -1.4685
H -1.3934 -1.7223 -2.1424
O 7.9088 4.5713 -3.0180
H 4.1258 -7.5004 -4.7444
H -0.1044 -4.0532 11.1223
N 4.5231 4.7835 0.2290
C -8.4339 -3.9340 -0.7696
O -3.0135 -7.8945 3.6627
H -5.4104 -12.5363 4.2256
H 0.1266 2.6341 -1.7856
C 7.8209 0.8690 1.9716
H -14.8661 -3.2144 -0.5058
C -1.6892 -6.1637 10.8478
C -2.7717 11.8666 5.6937
C 7.9095 5.5249 -4.0534
H -0.6068 18.1147 -1.7925
H 0.9806 12.0033 -1.5055
C -8.8898 -5.1439 -1.7020
H -3.0628 6.0498 2.8040
N -2.0565 9.5448 6.3944
H 0.1286 14.0192 -2.7568
H -1.5789 1.5136 -0.0722
H -7.3368 -5.1760 -2.8465
H 8.3150 -4.6051 -9.1592
H -1.4878 11.2203 7.4310
H -5.6148 -11.3760 2.9384
H -7.3815 -3.7335 -0.9706
C -1.9007 -1.8379 -1.1846
C -1.6513 -8.2527 3.9633
H -13.5317 -4.1965 -1.2365
H -2.3083 -13.3937 2.7856
H -2.1134 17.4165 -1.4801
H -9.0013 -3.0781 -1.1352
H -9.6262 0.5733 -2.3020
H -3.7995 11.7103 5.3661
O -1.6494 11.9436 4.7460
C 5.6391 -1.2844 0.8528
O -0.5487 16.0086 -1.8674
C 5.4759 4.0831 -5.2061
H -3.9886 8.4839 6.3527
C -0.6443 11.1195 0.1210
H 8.5271 5.4468 -6.0926
H 7.5900 -1.5543 1.8587
H 2.5933 5.9140 2.1201
H 7.0576 6.1579 -3.8048
C -1.3529 -1.6974 7.8988
H 6.3127 0.2583 -0.5689
H -1.3465 9.6778 5.6884
C 7.8475 4.8761 -5.4598
H 8.8096 6.1078 -3.8584
H 2.5670 -6.9488 -2.9292
H 3.7079 4.7735 -4.1311
C -9.3507 0.0944 -4.3294
H -9.0340 0.9832 -4.8751
H -15.0912 -3.5966 -2.1547
H -3.1356 -5.6866 3.8962
H 1.0113 -7.6945 -3.3896
H -4.3970 -6.4630 3.0269
H -9.9687 -5.2645 -1.8001
H 8.4053 -5.6527 -5.6799
O 3.4564 -2.4234 -7.1798
C -3.3667 5.6871 3.7859
O 2.5535 4.4976 3.5111
H -0.6066 -9.6966 5.2050
H 8.5298 -9.9025 -3.9301
H 0.3965 1.3558 -3.0159
H -1.3234 -2.8534 10.6391
O 7.9864 -11.8859 -3.4834
C 8.2224 -10.5164 -3.0835
H -11.7455 -1.2222 -3.5118
H -1.8595 6.8293 5.6565
H 8.1457 1.8476 2.3249
C 2.8083 4.8455 2.1345
H -2.9532 0.8657 -0.7435
H -11.9092 -2.3183 -0.9056
C -5.0180 -0.8320 6.9579
H -7.1575 -6.4352 -1.2715
O -8.5408 -4.3079 0.5577
C -1.5561 -9.5855 4.6813
H -6.7536 -0.0119 -5.1130
H 4.0261 3.1168 3.7972
H 7.6207 1.1050 0.9265
H -1.5427 -1.3800 8.9242
O 6.7402 0.1864 2.6627
C 2.0479 4.8687 -6.3464
C -12.7285 -1.6108 -1.0332
H -0.7147 13.5439 5.5140
H 4.2304 -9.2099 -5.3190
C -2.0034 -11.8447 4.3764
C 9.0881 -4.1022 -8.5782
C 6.8916 -9.9736 -2.5607
O 9.3077 -4.8780 -7.3466
O 2.5659 -8.5737 -4.3153
H -6.5056 -1.4400 -4.2022
H -2.9646 -2.0057 -1.3523
H -9.7772 -0.5382 -5.1079
H -2.2697 -0.0675 6.6523
H 9.2372 -11.8456 -5.2098
C -3.1142 8.7087 5.7420
H -0.9384 17.3278 -0.2294
H 8.7013 -3.1388 -8.2462
H -5.3536 -1.6720 6.3496
C 2.1445 -1.9313 -7.3096
H -3.1258 -13.7024 4.1817
C -3.3316 -6.5381 3.2445
C -8.2455 -6.4177 -1.2080
H -1.0875 -1.6322 1.5969
N 6.4587 4.8363 -6.0468
H -1.0908 -8.2834 3.0289
H -1.1487 -7.5038 4.5753
C 0.5244 15.3821 -1.1749
H 0.1032 12.1054 5.9138
H -2.1362 7.7624 4.1151
H 6.4026 -10.6735 -1.8831
H 4.3651 -0.5558 -7.4935
C -2.3745 10.8764 6.8984
C 0.7835 14.0208 -1.8855
N -11.2544 -0.7148 -2.7896
H 0.1529 12.6981 4.1837
H 7.5235 -5.6712 -7.2141
H 4.8720 -1.8699 -8.5358
H 6.6350 -1.1799 -6.8025
H 6.3539 4.4197 -6.9608
H -2.9771 10.9313 7.8050
H -1.0678 -12.3843 4.5236
H -2.5966 -1.6770 6.1151
C -10.3272 0.3844 -3.1151
H 4.3035 -0.4890 2.1509
C 8.1571 -5.0668 -6.5649
C 9.0895 3.9406 -2.6808
N -1.8689 -10.5908 3.6009
O -8.1940 -0.4910 -3.8636
H 4.9941 6.6337 2.4733
H 1.5226 -2.7470 -6.9409
C 4.3406 4.7003 1.6572
H -2.7711 -10.3475 3.2177
C 4.7964 -8.9703 -3.2165
C -7.2669 -0.9131 -4.7775
H -1.2771 -6.3039 11.8471
N -1.4095 -3.1359 8.0416
H -11.3651 0.0718 -1.0081
N 4.3967 -0.6344 1.1558
C 2.0691 -7.8792 -3.2024
H 4.6623 3.6789 1.8603
H -1.3747 12.5577 -1.2419
H 1.5858 4.5593 -7.2838
C -0.3668 -3.5827 8.8758